57
Properties=species:S:1:pos:R:3:forces:R:3:mulliken_spin:R:1 method="wB97M-V/def2-TZVPD" e_tot_ha=-1812.78984 spin_multiplicity=4 lumo_energy_ev="-6.830 / -11.175" charge=+2
Tc 0.930373 1.230416 -0.620523 4.8 -2.1 -8.7 1.412
H -0.224543 1.487004 0.192839 -5.0 3.0 3.5 -0.008
H 0.263972 0.845583 0.573065 -1.8 -0.4 6.6 0.075
P 0.007430 3.135771 -1.648641 -0.3 2.2 -1.5 -0.056
P 2.544685 -0.212660 0.302973 3.0 -1.1 1.1 0.099
C 2.673440 -1.905832 -0.425294 -0.3 0.3 -0.2 0.002
H 3.488415 -2.491306 0.036302 -0.3 0.4 -0.1 0.000
H 1.714035 -2.430588 -0.284519 0.7 0.2 0.0 0.008
H 2.854222 -1.807640 -1.508351 0.0 -0.1 0.4 -0.001
C 4.269646 0.419615 0.136078 -0.2 0.0 -0.1 -0.009
H 4.328347 1.403705 0.627973 0.1 -0.3 -0.1 0.002
H 4.999995 -0.275372 0.586852 -0.3 0.3 -0.2 0.000
H 4.491307 0.555709 -0.934718 0.0 -0.1 0.4 0.000
C 2.437875 -0.570376 2.113431 -0.2 0.1 -0.1 0.019
H 1.486897 -1.088773 2.321276 0.7 0.2 -0.1 -0.003
H 3.280420 -1.196970 2.456962 -0.3 0.3 -0.2 0.003
H 2.440646 0.387158 2.659951 0.1 -0.4 -0.1 0.005
C 1.278645 4.289585 -2.323364 0.0 -0.3 0.1 0.003
H 0.813931 5.185441 -2.771710 0.2 -0.4 0.3 -0.001
H 1.952327 4.582462 -1.502122 -0.2 0.0 -0.3 0.003
H 1.871879 3.754287 -3.082193 -0.2 0.2 0.3 0.001
C -1.097076 2.869167 -3.106197 0.1 -0.5 0.2 0.042
H -1.968854 2.272415 -2.790528 0.2 0.2 -0.2 -0.005
H -1.439303 3.824161 -3.542998 0.2 -0.4 0.3 0.004
H -0.543609 2.291231 -3.864734 -0.2 0.3 0.2 -0.001
C -1.007735 4.258430 -0.587815 0.2 -0.4 0.2 0.004
H -0.403856 4.552827 0.286143 -0.3 0.0 -0.3 -0.001
H -1.330611 5.159691 -1.139053 0.2 -0.5 0.2 0.000
H -1.895490 3.710062 -0.230184 0.3 0.3 -0.1 -0.002
C 0.088183 -0.072358 -1.752992 -0.8 -1.2 -3.7 -0.077
O -0.400037 -0.860494 -2.470119 1.6 2.9 2.1 0.047
H 2.131283 1.474459 -1.737770 0.6 0.3 -0.5 -0.009
C -0.045317 -3.491791 -1.597720 0.6 0.1 -0.1 -0.005
Si -0.822093 -2.351085 -0.256253 -0.6 -1.7 -1.3 0.040
C -2.585217 -2.009500 -0.850384 0.0 0.8 0.1 0.013
C -1.087686 -3.701123 1.038857 0.3 0.4 0.8 0.019
N -0.012346 -0.649323 0.330806 -4.2 -3.9 2.0 0.363
C -1.017711 -0.515864 1.478722 1.0 0.3 -0.4 -0.052
C -2.082560 0.425487 1.389719 1.8 -1.0 -1.1 0.247
C -2.996570 0.602332 2.432124 -0.9 -0.5 2.2 0.182
C -2.887695 -0.148766 3.597311 -0.5 0.4 -0.1 0.039
C -1.870029 -1.085670 3.721062 -1.5 0.7 0.9 0.200
C -0.949372 -1.270300 2.687290 1.2 0.6 -2.5 0.316
H -0.803112 -4.265053 -1.839655 0.1 0.5 0.3 0.000
H 0.826949 -4.060663 -1.220373 -0.4 0.3 -0.1 0.001
H 0.241853 -3.027186 -2.555566 -0.1 -0.3 0.5 0.000
H -3.048620 -2.964968 -1.170130 0.4 0.5 0.2 0.000
H -3.192476 -1.597283 -0.021027 0.0 -0.2 -0.4 0.006
H -2.624560 -1.299387 -1.697623 -0.2 -0.4 0.4 0.003
H -0.118034 -3.994799 1.489785 -0.6 -0.1 0.0 0.000
H -1.822762 -3.417182 1.814595 0.4 -0.3 -0.1 0.010
H -1.522427 -4.588866 0.534923 0.4 0.6 0.0 0.004
H -2.231571 1.022510 0.501173 0.2 -0.2 -0.2 0.040
H -3.795556 1.325614 2.333037 0.0 0.0 0.0 -0.004
H -3.596845 -0.009840 4.403255 0.0 0.0 -0.1 0.010
H -1.789644 -1.677571 4.625277 0.0 0.0 0.0 -0.008
H -0.203436 -2.026534 2.860776 0.3 0.0 -0.3 0.015